Entry 1:
Formula: C5H13NO
Source: the Open Molecules 2025 dataset
Level of theory: ωB97M-V/def2-TZVPD

```
! RIJCOSX wB97M-V def2-TZVPD def2/J DEFGRID3
* xyz -1 2
C -0.065 -1.335 -1.867
C -0.760 -0.156 -1.160
C -0.104 0.597 -0.047
C -0.818 1.114 1.022
N -0.293 1.384 2.328
C 1.276 1.108 -0.421
H -0.755 -1.796 -2.572
H -0.036 -2.228 -1.210
H 0.932 -1.149 -2.256
H -1.809 -0.403 -0.946
H -0.820 0.548 -2.009
H -1.826 1.520 0.935
H 0.049 2.328 2.455
H 0.421 0.719 2.621
H 1.373 1.965 -1.139
H 1.830 1.456 0.454
H 1.691 0.276 -0.991
H -0.005 -2.397 2.216
H -0.397 -1.359 1.312
O 0.117 -2.191 1.275
*
```

As for the LUMO energy (spin up / spin down): 4.30 / 3.96 eV. As for the largest force on an atom: 2.6 eV Å⁻¹. The calculation puts the frontier orbital gap (spin up / spin down) at 3.613 / 6.457 eV. The calculation puts the energy above the lowest of the compared OMol25 structures with the same formula, charge and spin at 51.2 kcal/mol. As for the molar mass: 103.16 g mol⁻¹. For the total energy, the calculation gives -8930.541 eV.

And the Mulliken charges, in e, turn out to be: atom 1 (C): -1.08, atom 2 (C): -0.73, atom 3 (C): 0.64, atom 4 (C): -0.44, atom 5 (N): -0.51, atom 6 (C): -2.47, atom 7 (H): 0.43, atom 8 (H): 0.20, atom 9 (H): 0.41, atom 10 (H): 0.19, atom 11 (H): 0.42, atom 12 (H): 0.31, atom 13 (H): 0.29, atom 14 (H): 0.37, atom 15 (H): 0.56, atom 16 (H): 0.30, atom 17 (H): 0.21, atom 18 (H): 0.31, atom 19 (H): 0.22, atom 20 (O): -0.64



Entry 2:
Formula: C5H13NO
Source: the Open Molecules 2025 dataset
Level of theory: ωB97M-V/def2-TZVPD

```
! RIJCOSX wB97M-V def2-TZVPD def2/J DEFGRID3
* xyz 0 1
C -0.846 1.031 -2.076
C -0.478 1.140 -0.578
C 0.307 -0.082 -0.094
C 1.675 -0.153 -0.782
N 0.508 -0.181 1.318
C -0.587 -0.665 2.053
O -0.642 -2.091 2.002
H -1.446 0.134 -2.193
H -1.416 1.864 -2.478
H 0.043 0.997 -2.708
H 0.058 2.096 -0.507
H -1.375 1.268 0.043
H -0.298 -0.883 -0.521
H 2.150 -1.095 -0.444
H 1.571 -0.427 -1.832
H 2.280 0.703 -0.495
H 1.413 -0.453 1.670
H -1.530 -0.226 1.736
H -0.672 -0.335 3.112
H -0.715 -2.642 2.773
*
```

As for the LUMO energy: 0.96 eV. As for the largest force on an atom: 2.3 eV Å⁻¹. Its SMILES is CC[C@@H](C)NCO. The calculation puts the frontier orbital gap at 9.763 eV. The calculation puts the energy above the lowest of the compared OMol25 structures with the same formula, charge and spin at 32.2 kcal/mol. As for the molar mass: 103.16 g mol⁻¹. For the total energy, the calculation gives -8932.613 eV.

And the Mulliken charges, in e, turn out to be: atom 1 (C): -1.23, atom 2 (C): -0.30, atom 3 (C): 0.39, atom 4 (C): -1.60, atom 5 (N): -0.28, atom 6 (C): -0.46, atom 7 (O): -0.58, atom 8 (H): 0.33, atom 9 (H): 0.38, atom 10 (H): 0.29, atom 11 (H): 0.26, atom 12 (H): 0.25, atom 13 (H): 0.13, atom 14 (H): 0.41, atom 15 (H): 0.45, atom 16 (H): 0.35, atom 17 (H): 0.28, atom 18 (H): 0.23, atom 19 (H): 0.39, atom 20 (H): 0.31



Entry 3:
Formula: C5H13NO
Source: the Open Molecules 2025 dataset
Level of theory: ωB97M-V/def2-TZVPD

```
! RIJCOSX wB97M-V def2-TZVPD def2/J DEFGRID3
* xyz 0 1
C 1.170 -0.683 3.627
C -0.006 -0.925 2.696
N -0.278 0.080 1.814
O -0.655 -1.948 2.725
H 1.513 -1.668 3.892
H 0.846 -0.123 4.499
H 2.025 -0.185 3.165
H -1.083 -0.010 1.217
H 0.183 0.971 1.795
C -1.008 -0.649 -2.697
C 0.023 0.152 -1.878
C -0.005 1.662 -2.229
H -0.957 -0.355 -3.746
H -2.004 -0.508 -2.286
H -0.738 -1.711 -2.715
H -0.178 -0.009 -0.823
H 1.009 -0.228 -2.131
H 0.964 1.913 -2.660
H -0.785 1.935 -2.933
H -0.034 2.290 -1.332
*
```

As for the LUMO energy: 0.76 eV. As for the largest force on an atom: 1.1 eV Å⁻¹. Its SMILES is CC(N)=O.CCC. The calculation puts the frontier orbital gap at 10.648 eV. The calculation puts the energy above the lowest of the compared OMol25 structures with the same formula, charge and spin at 6.3 kcal/mol. As for the molar mass: 103.16 g mol⁻¹. For the total energy, the calculation gives -8933.740 eV.

And the Mulliken charges, in e, turn out to be: atom 1 (C): -0.96, atom 2 (C): 0.62, atom 3 (N): -0.36, atom 4 (O): -0.62, atom 5 (H): 0.30, atom 6 (H): 0.26, atom 7 (H): 0.33, atom 8 (H): 0.23, atom 9 (H): 0.17, atom 10 (C): -1.26, atom 11 (C): 0.36, atom 12 (C): -1.01, atom 13 (H): 0.37, atom 14 (H): 0.32, atom 15 (H): 0.34, atom 16 (H): -0.28, atom 17 (H): 0.32, atom 18 (H): 0.26, atom 19 (H): 0.32, atom 20 (H): 0.30



Entry 4:
Formula: C5H13NO
Source: the Open Molecules 2025 dataset
Level of theory: ωB97M-V/def2-TZVPD

```
! RIJCOSX wB97M-V def2-TZVPD def2/J DEFGRID3
* xyz 0 1
C 1.895 1.032 -1.806
C 1.777 -0.465 -1.370
C 0.670 -0.713 -0.398
C -0.178 0.174 0.089
N -1.549 -0.080 0.573
C -1.652 -1.471 1.041
H 1.017 1.268 -2.417
H 2.740 1.295 -2.450
H 1.862 1.752 -0.992
H 1.566 -1.009 -2.286
H 2.725 -0.808 -0.929
H 0.282 -1.706 -0.616
H 0.047 1.238 0.135
H -2.117 0.041 -0.264
H -1.714 -2.195 0.223
H -0.804 -1.692 1.677
H -2.638 -1.574 1.547
O -1.419 1.982 2.841
H -0.990 1.365 3.425
H -1.522 1.564 1.978
*
```

As for the LUMO energy: 0.89 eV. As for the largest force on an atom: 2.5 eV Å⁻¹. Its SMILES is CC/C=C/NC.O. The calculation puts the frontier orbital gap at 9.935 eV. The calculation puts the energy above the lowest of the compared OMol25 structures with the same formula, charge and spin at 45.9 kcal/mol. As for the molar mass: 103.16 g mol⁻¹. For the total energy, the calculation gives -8932.020 eV.

And the Mulliken charges, in e, turn out to be: atom 1 (C): -1.30, atom 2 (C): -0.18, atom 3 (C): -0.29, atom 4 (C): -0.04, atom 5 (N): -0.38, atom 6 (C): -1.02, atom 7 (H): 0.33, atom 8 (H): 0.35, atom 9 (H): 0.32, atom 10 (H): 0.26, atom 11 (H): 0.28, atom 12 (H): 0.14, atom 13 (H): 0.28, atom 14 (H): 0.24, atom 15 (H): 0.33, atom 16 (H): 0.39, atom 17 (H): 0.28, atom 18 (O): -0.69, atom 19 (H): 0.30, atom 20 (H): 0.37



Entry 5:
Formula: C5H13NO
Source: the Open Molecules 2025 dataset
Level of theory: ωB97M-V/def2-TZVPD

```
! RIJCOSX wB97M-V def2-TZVPD def2/J DEFGRID3
* xyz 0 1
C 1.958 2.207 0.096
C 1.557 1.513 -1.176
N 2.546 1.180 -2.052
O 0.398 1.191 -1.369
H 3.011 2.460 0.157
H 1.736 1.543 0.925
H 1.369 3.123 0.157
H 2.382 0.921 -2.998
H 3.456 1.595 -1.913
C -2.845 -1.925 0.749
C -1.640 -1.180 0.155
C -0.520 -1.087 1.181
H -3.181 -1.507 1.695
H -2.555 -2.958 0.874
H -3.678 -1.914 0.050
H -1.328 -1.738 -0.724
H -1.899 -0.177 -0.166
H -0.283 -2.108 1.504
H 0.366 -0.589 0.787
H -0.853 -0.549 2.069
*
```

As for the LUMO energy: 0.84 eV. As for the largest force on an atom: 1.6 eV Å⁻¹. Its SMILES is CC(N)=O.CCC. The calculation puts the frontier orbital gap at 10.706 eV. The calculation puts the energy above the lowest of the compared OMol25 structures with the same formula, charge and spin at 1.6 kcal/mol. As for the molar mass: 103.16 g mol⁻¹. For the total energy, the calculation gives -8933.944 eV.

And the Mulliken charges, in e, turn out to be: atom 1 (C): -0.79, atom 2 (C): 0.56, atom 3 (N): -0.40, atom 4 (O): -0.58, atom 5 (H): 0.35, atom 6 (H): 0.21, atom 7 (H): 0.25, atom 8 (H): 0.23, atom 9 (H): 0.20, atom 10 (C): -1.27, atom 11 (C): -0.08, atom 12 (C): -0.91, atom 13 (H): 0.35, atom 14 (H): 0.33, atom 15 (H): 0.34, atom 16 (H): 0.26, atom 17 (H): 0.26, atom 18 (H): 0.33, atom 19 (H): 0.05, atom 20 (H): 0.31



Entry 6:
Formula: C5H13NO
Source: the Open Molecules 2025 dataset
Level of theory: ωB97M-V/def2-TZVPD

```
! RIJCOSX wB97M-V def2-TZVPD def2/J DEFGRID3
* xyz 0 1
C -1.457 -1.599 2.306
N -0.778 -0.811 1.273
C -1.670 0.002 0.370
C -0.713 0.761 -0.563
C 0.597 -0.086 -0.561
C 0.137 -1.386 0.268
H -1.694 -1.051 3.264
H -0.980 -2.604 2.366
H -2.426 -1.907 1.820
H -2.283 -0.733 -0.192
H -2.226 0.617 0.977
H -0.529 1.847 -0.123
H -1.127 1.051 -1.580
H 1.592 0.428 -0.146
H 0.976 -0.567 -1.427
H -0.478 -2.175 -0.296
H 0.899 -1.909 0.800
O 4.075 2.970 -2.974
H 4.784 3.626 -2.701
H 3.302 3.524 -2.879
*
```

As for the LUMO energy: 0.85 eV. As for the largest force on an atom: 3.0 eV Å⁻¹. Its SMILES is CN1CCCC1.O. The calculation puts the frontier orbital gap at 8.949 eV. The calculation puts the energy above the lowest of the compared OMol25 structures with the same formula, charge and spin at 56.1 kcal/mol. As for the molar mass: 103.16 g mol⁻¹. For the total energy, the calculation gives -8931.580 eV.

And the Mulliken charges, in e, turn out to be: atom 1 (C): -0.85, atom 2 (N): -0.20, atom 3 (C): -0.78, atom 4 (C): -0.44, atom 5 (C): -0.54, atom 6 (C): -0.65, atom 7 (H): 0.24, atom 8 (H): 0.34, atom 9 (H): 0.29, atom 10 (H): 0.36, atom 11 (H): 0.45, atom 12 (H): 0.18, atom 13 (H): 0.31, atom 14 (H): 0.23, atom 15 (H): 0.33, atom 16 (H): 0.32, atom 17 (H): 0.40, atom 18 (O): -0.64, atom 19 (H): 0.32, atom 20 (H): 0.32